No. 1
The following is a quantum chemistry calculation of 2 unconnected molecules or ions with the total composition C8H10 at a distorted geometry, from the OMol25 dataset.

## Properties
- ΔE to the lowest compared entry with this formula, charge and spin (kcal/mol) = 49.9

```
18
C8H10 ωB97M-V/def2-TZVPD
C 0.980 1.429 0.187
C -0.346 1.727 0.063
C -1.124 1.100 -0.979
C -0.467 0.085 -1.681
C 0.800 -0.361 -1.523
C 1.539 0.403 -0.641
H 1.678 2.013 0.770
H -0.799 2.367 0.803
H -2.114 1.338 -1.210
H -1.067 -0.392 -2.413
H 1.290 -1.136 -2.135
H 2.588 0.288 -0.453
C -0.649 -0.944 1.939
C -0.223 -1.870 1.081
H -0.131 -0.628 2.919
H -1.814 -0.832 1.900
H 0.759 -2.321 1.148
H -0.898 -2.264 0.223
```

No. 2
The following is a quantum chemistry calculation of a molecular structure, C55H54CaGe2O2S5 at a distorted geometry, from the OMol25 dataset.

## Properties
- total charge = -2

```
119
C55H54CaGe2O2S5 ωB97M-V/def2-TZVPD
Ca 2.481 -2.233 0.828
O 4.704 -2.358 1.192
C 4.320 -3.305 1.928
O 3.466 -4.145 1.537
C 4.697 -3.273 3.380
C 5.860 -3.848 3.863
C 6.181 -3.773 5.213
C 5.316 -3.102 6.069
C 4.157 -2.515 5.583
C 3.808 -2.576 4.227
S 2.343 -1.799 3.633
H 6.521 -4.361 3.173
H 7.090 -4.228 5.588
H 5.548 -3.029 7.126
H 3.493 -1.985 6.255
C -0.267 -2.935 5.381
C -1.132 -2.706 4.173
C -1.355 -3.724 3.255
C -2.108 -3.525 2.106
C -2.367 -4.687 1.185
C -2.621 -2.247 1.847
C -2.466 -1.228 2.789
C -3.076 0.133 2.595
C -1.719 -1.474 3.935
C -3.437 -2.008 0.618
C -4.815 -2.193 0.713
C -5.633 -2.028 -0.397
C -5.051 -1.673 -1.606
C -3.671 -1.472 -1.708
C -2.849 -1.630 -0.587
Ge -0.880 -1.378 -0.660
S 0.184 -3.230 -0.705
S -0.325 0.132 -2.252
Ge 1.100 0.865 -0.657
S 3.057 0.014 -0.734
S -0.111 -0.074 1.011
C 1.162 2.853 -0.508
C 1.347 3.634 -1.659
C 1.492 5.016 -1.566
C 1.494 5.647 -0.334
C 1.356 4.882 0.811
C 1.187 3.499 0.740
C 1.073 2.778 2.045
C 2.163 2.087 2.569
C 3.493 2.013 1.869
C 2.011 1.404 3.776
C 0.826 1.430 4.484
C 0.694 0.681 5.782
C -0.240 2.165 3.965
C -0.139 2.826 2.752
C -1.336 3.527 2.166
C 1.451 3.023 -3.023
C 2.695 2.632 -3.530
C 3.974 2.825 -2.762
C 2.747 2.046 -4.794
C 1.610 1.871 -5.569
C 1.683 1.174 -6.901
C 0.399 2.332 -5.074
C 0.302 2.906 -3.816
C -1.030 3.383 -3.308
C -3.170 -1.092 -3.068
C -2.679 -2.066 -3.938
C -2.554 -3.502 -3.507
C -2.321 -1.691 -5.233
C -2.457 -0.386 -5.680
C -2.097 -0.004 -7.091
C -2.952 0.566 -4.796
C -3.308 0.234 -3.498
C -3.792 1.292 -2.547
H -0.407 -3.940 5.782
H -0.490 -2.215 6.170
H 0.789 -2.824 5.111
H -0.929 -4.706 3.438
H -2.353 -5.622 1.747
H -1.594 -4.730 0.413
H -3.329 -4.599 0.680
H -3.901 0.116 1.884
H -2.327 0.822 2.212
H -3.445 0.525 3.547
H -1.587 -0.671 4.653
H -5.234 -2.477 1.672
H -6.704 -2.177 -0.322
H -5.659 -1.546 -2.495
H 1.630 5.586 -2.479
H 1.623 6.721 -0.267
H 1.378 5.347 1.791
H 3.586 2.758 1.079
H 3.624 1.034 1.402
H 4.301 2.159 2.588
H 2.836 0.801 4.139
H 1.517 -0.021 5.905
H -0.235 0.111 5.814
H 0.691 1.368 6.634
H -1.186 2.185 4.499
H -2.171 3.515 2.867
H -1.652 3.022 1.248
H -1.115 4.564 1.903
H 3.906 3.654 -2.058
H 4.799 3.019 -3.452
H 4.201 1.928 -2.185
H 3.708 1.716 -5.176
H 2.698 1.192 -7.299
H 1.019 1.640 -7.634
H 1.384 0.128 -6.802
H -0.503 2.224 -5.671
H -1.757 3.426 -4.121
H -0.954 4.370 -2.851
H -1.409 2.695 -2.548
H -3.495 -3.867 -3.088
H -1.786 -3.627 -2.741
H -2.283 -4.131 -4.356
H -1.929 -2.446 -5.906
H -1.575 -0.817 -7.598
H -1.446 0.874 -7.106
H -2.989 0.239 -7.675
H -3.048 1.599 -5.120
H -3.828 2.266 -3.037
H -3.114 1.361 -1.692
H -4.784 1.060 -2.155
```

No. 3
The following is a quantum chemistry calculation of 13 unconnected molecules or ions with the total composition C27H60N6O19 at a distorted geometry, from the OMol25 dataset.

```
112
C27H60N6O19 ωB97M-V/def2-TZVPD
C -1.776 -3.842 -2.251
N -0.868 -4.452 -1.243
O -0.747 -5.662 -1.134
O -0.278 -3.679 -0.522
H -2.392 -3.082 -1.770
H -2.319 -4.664 -2.718
H -1.091 -3.367 -2.953
C -4.051 -1.032 3.999
N -4.273 -1.218 2.519
O -3.390 -0.715 1.791
O -5.265 -1.822 2.198
H -4.561 -1.752 4.638
H -4.416 -0.026 4.202
H -2.991 -1.006 4.255
C -0.960 1.028 5.918
N -0.898 1.590 4.587
O -0.569 2.788 4.482
O -1.311 0.924 3.642
H -1.562 1.675 6.557
H 0.085 1.100 6.219
H -1.357 0.014 5.893
C 0.199 -3.954 2.812
N -0.848 -3.172 3.590
O -0.542 -2.622 4.635
O -1.986 -3.261 3.186
H 0.137 -3.723 1.749
H -0.013 -5.018 2.924
H 1.156 -3.713 3.274
C 5.163 0.770 -2.188
N 3.683 1.012 -2.080
O 2.951 1.052 -3.093
O 3.272 1.232 -0.929
H 5.596 1.758 -2.343
H 5.329 0.164 -3.078
H 5.540 0.207 -1.333
C 4.357 -3.162 0.881
N 3.275 -2.148 1.133
O 2.172 -2.551 1.434
O 3.627 -0.982 1.084
H 5.108 -2.581 0.346
H 3.985 -3.899 0.170
H 4.688 -3.582 1.831
C 4.496 1.481 3.865
C 3.050 1.187 4.281
O 2.639 0.984 5.407
C 2.033 1.150 3.102
H 5.033 1.905 4.713
H 4.642 2.114 2.989
H 4.934 0.504 3.665
H 2.489 0.848 2.160
H 1.527 2.115 3.063
H 1.262 0.414 3.330
C -3.721 0.419 -3.279
C -4.538 0.298 -2.050
O -5.360 1.178 -1.798
C -4.503 -0.996 -1.282
H -4.254 1.085 -3.958
H -3.525 -0.548 -3.742
H -2.789 0.865 -2.932
H -4.884 -1.789 -1.926
H -5.138 -0.880 -0.404
H -3.475 -1.183 -0.972
C 0.306 0.559 -5.317
C -0.840 -0.265 -5.806
O -1.794 0.303 -6.269
C -0.652 -1.786 -5.672
H 1.099 0.429 -6.054
H 0.646 0.325 -4.308
H -0.120 1.556 -5.206
H -0.169 -2.135 -6.584
H -1.639 -2.246 -5.609
H -0.118 -2.043 -4.757
C 1.906 4.037 -0.062
C 0.726 4.617 0.669
O -0.389 4.648 0.198
C 1.095 5.313 1.962
H 1.543 3.869 -1.076
H 2.247 3.061 0.283
H 2.695 4.788 -0.036
H 0.358 6.106 2.087
H 2.045 5.840 1.877
H 1.119 4.730 2.883
C 2.269 -2.260 -2.303
C 3.491 -2.271 -3.107
O 4.572 -2.536 -2.572
C 3.391 -1.964 -4.608
H 1.527 -2.690 -2.976
H 2.036 -1.219 -2.076
H 2.383 -2.858 -1.399
H 2.935 -2.776 -5.176
H 4.364 -1.757 -5.054
H 2.711 -1.116 -4.692
C -2.996 2.990 0.482
C -4.251 3.473 1.159
O -4.910 4.477 0.812
C -4.794 2.552 2.277
H -3.280 1.954 0.298
H -2.198 3.122 1.212
H -2.923 3.522 -0.467
H -5.163 1.659 1.773
H -5.630 3.031 2.786
H -4.028 2.318 3.017
C -0.017 -0.110 0.217
C -0.370 0.083 -1.283
O -0.697 -0.867 -1.993
C -0.169 1.405 -1.871
H -0.825 -0.133 0.948
H 0.828 0.527 0.480
H 0.410 -1.109 0.302
H 0.890 1.662 -1.879
H -0.724 2.086 -1.226
H -0.672 1.319 -2.834
```

No. 4
The following is a quantum chemistry calculation of a single C10H12O3 molecule at a distorted geometry, from the OMol25 dataset.

## Properties
- ΔE to the lowest compared entry with this formula, charge and spin (kcal/mol) = 56.4

```
25
C10H12O3 ωB97M-V/def2-TZVPD
C -3.759 2.444 1.051
C -2.732 1.793 0.171
O -1.737 1.099 0.983
C -0.709 0.572 0.221
C -0.739 0.343 -1.170
C 0.245 -0.333 -1.847
C 1.330 -0.705 -1.097
C 1.469 -0.358 0.278
O 2.586 -0.862 0.995
C 3.438 -1.509 0.109
C 3.204 -2.929 0.256
O 4.230 -0.841 -0.540
C 0.415 0.173 0.960
H -4.287 3.092 0.279
H -3.315 3.253 1.625
H -4.401 1.655 1.567
H -2.252 2.617 -0.363
H -3.092 1.290 -0.771
H -1.700 0.712 -1.573
H 0.095 -0.609 -2.855
H 2.085 -1.370 -1.473
H 2.202 -3.172 -0.140
H 3.041 -3.134 1.338
H 4.012 -3.554 -0.048
H 0.371 0.332 2.044
```

No. 5
The following is a quantum chemistry calculation of a molecular structure, C2H6NO at a distorted geometry, from the OMol25 dataset.

## Properties
- total charge = +1
- ΔE to the lowest compared entry with this formula, charge and spin (kcal/mol) = 86.6

```
10
C2H6NO ωB97M-V/def2-TZVPD
C -0.130 2.025 0.568
C 0.532 0.671 0.383
N 0.000 -1.785 -0.822
O -0.010 0.825 1.438
H 0.599 2.803 0.858
H -1.098 2.116 0.224
H 0.600 -0.582 -0.186
H 0.169 -1.875 -1.792
H -0.986 -1.645 -0.363
H 0.323 -2.555 -0.309
```

No. 6
The following is a quantum chemistry calculation of a molecular structure, C4H8O2 at a distorted geometry, from the OMol25 dataset.

## Properties
- ΔE to the lowest compared entry with this formula, charge and spin (kcal/mol) = 71.6

```
14
C4H8O2 ωB97M-V/def2-TZVPD
C 0.226 1.395 0.033
C -0.254 -0.026 -0.197
C -1.726 -0.231 0.103
O 0.427 -0.900 0.730
C 1.584 -1.420 0.512
O 2.200 -1.120 -0.639
H -0.336 2.083 -0.605
H 0.071 1.685 1.078
H 1.290 1.491 -0.204
H -0.010 -0.353 -1.212
H -2.009 -1.279 -0.038
H -2.332 0.389 -0.561
H -1.948 0.045 1.140
H 2.817 -1.758 -0.141
```

Sequential LUMO energy output: 1.2 4.0 -0.9 0.8 -5.1 1.0 eV
Sequential gap between HOMO and LUMO output: 0.376 0.223 0.289 0.344 0.386 0.366 Eh